# 1
ORCA calculation (the ωB97M-V functional and the def2-TZVPD basis) on a molecular structure, C27H45IrNO2P2 in a non-equilibrium geometry.

**LUMO (spin up / spin down)**: -4.646 / -9.598 eV
**2S+1**: 6
**Highest occupied orbital energy (spin up / spin down)**: -9.73 / -13.53 eV
**Expectation value of S²**: 8.767
**Calculated total energy**: -2047.17042 a.u.
**Total charge**: +2
**Gap between HOMO and LUMO (spin up / spin down)**: 5.083 / 3.929 eV

Positions of all 78 atoms, in Å:
1 Ir -0.41716 -0.42270 1.95394
2 C -2.01256 -1.12830 3.44254
3 C -1.61336 -2.18840 2.54784
4 C 0.24604 -1.55760 3.77354
5 C -0.86886 -0.69560 4.15914
6 C -0.21246 -2.47810 2.79684
7 C -3.41326 -0.64190 3.64084
8 H -4.01236 -0.74620 2.73234
9 H -3.43616 0.40620 3.95114
10 H -3.90016 -1.23240 4.42794
11 C -0.80316 0.36180 5.21464
12 H -1.68436 1.00800 5.18454
13 H 0.08474 0.98440 5.06674
14 H -0.74806 -0.09130 6.21354
15 C 1.59364 -1.55400 4.41884
16 H 1.54264 -2.10510 5.36804
17 H 1.92794 -0.53420 4.61824
18 H 2.34114 -2.03620 3.78444
19 C 0.56044 -3.63330 2.24004
20 H 0.44504 -4.51440 2.88514
21 H 1.62694 -3.40370 2.17484
22 H 0.21104 -3.91390 1.24264
23 C -2.54046 -3.05650 1.75264
24 H -2.82526 -3.94020 2.33934
25 H -2.07316 -3.41080 0.82994
26 H -3.45786 -2.52730 1.48564
27 C -0.95826 1.49080 0.96134
28 C -2.08386 0.65470 0.98744
29 C -2.62046 -0.08700 -0.21986
30 C -1.50106 -0.81280 -0.98356
31 C -0.38806 -1.27250 -0.04556
32 C 0.80944 -0.54680 0.16054
33 C 1.06494 0.80740 -0.46216
34 C -0.12276 1.78460 -0.27456
35 H -3.16206 0.60990 -0.87886
36 H -1.08006 -0.16290 -1.75726
37 H -3.35936 -0.81900 0.12294
38 H -0.77016 1.77500 -1.15896
39 H -0.87846 2.22330 1.75704
40 H -2.82356 0.86850 1.75454
41 H 0.26954 2.80180 -0.18846
42 H 1.94904 1.23230 0.01674
43 H 1.70484 -1.10960 0.41784
44 H 1.29374 0.69440 -1.53356
45 H -1.91356 -1.68300 -1.50596
46 H -0.32306 -2.35020 0.07324
47 P -0.67036 0.96430 -4.59336
48 C -0.72006 2.81980 -4.57796
49 C -2.05116 0.63630 -5.78506
50 P 1.67934 -0.86620 -5.39446
51 C 0.77294 0.72350 -5.74746
52 C 1.13074 -1.84460 -6.87356
53 C 3.36894 -0.36990 -5.97186
54 H 0.14474 3.20490 -4.02836
55 H -1.62476 3.15310 -4.05866
56 H -0.71586 3.24010 -5.59106
57 H -1.96646 1.25100 -6.68966
58 H -3.00936 0.84600 -5.29926
59 H -2.03316 -0.41940 -6.07126
60 H 3.35144 0.03400 -6.99166
61 H 4.03374 -1.23910 -5.94356
62 H 3.76824 0.39180 -5.29586
63 H 1.45364 1.57860 -5.63426
64 H 0.42294 0.69890 -6.78876
65 H 1.69844 -2.78000 -6.91936
66 H 1.27774 -1.29270 -7.80986
67 H 0.07084 -2.09890 -6.77186
68 O 1.51144 2.84560 1.30024
69 C 1.83774 2.34730 2.28234
70 C 2.87784 3.22350 2.85504
71 C 3.08384 2.65740 4.12374
72 C 2.04144 1.61420 4.16184
73 O 2.01974 1.26670 5.34534
74 N 1.27724 1.23270 2.93164
75 H 3.80984 3.26330 2.24694
76 H 2.45834 4.25490 2.96304
77 H 4.08334 2.17730 4.22794
78 H 2.94914 3.43870 4.91094

Cartesian forces (eV/Å) of the 2 atoms listed first:
Ir 0.37 3.55 -0.95
C -0.68 -0.74 0.54

***

# 2
ORCA calculation (the ωB97M-V functional and the def2-TZVPD basis) on C4H8O2 in the gas phase.

**LUMO**: 0.769 eV
**Highest occupied orbital energy**: -9.83 eV
**Calculated total energy**: -307.66759 a.u.
**Gap between HOMO and LUMO**: 10.600 eV

Positions of all 14 atoms, in Å:
1 C 1.19899 -0.73940 -0.66844
2 C 0.26927 -0.54431 0.52254
3 O 1.09427 -0.27567 1.65459
4 C -0.74275 0.61024 0.37468
5 C -1.37538 0.93202 -0.96081
6 O -1.03254 0.52904 -2.04624
7 H 1.98910 -1.45473 -0.41377
8 H 0.63792 -1.10450 -1.53152
9 H 1.67445 0.20686 -0.94870
10 H -0.29415 -1.47602 0.68954
11 H 0.56895 -0.39486 2.45514
12 H -0.21831 1.54019 0.64918
13 H -1.56177 0.50165 1.10498
14 H -2.20806 1.66949 -0.88117

Cartesian forces (eV/Å) of the 2 atoms listed first:
C 0.00 0.05 0.00
C -0.16 -0.06 -0.36

***

# 3
ORCA calculation (the ωB97M-V functional and the def2-TZVPD basis) on 14 unconnected molecules or ions with the total composition C46H130N10O14 in a non-equilibrium geometry.

**LUMO**: 0.137 eV
**Highest occupied orbital energy**: -8.49 eV
**Calculated total energy**: -3431.21416 a.u.
**Gap between HOMO and LUMO**: 8.628 eV

Positions of all 200 atoms, in Å:
1 C 3.09321 -2.92624 -5.37337
2 C 1.72882 -3.24182 -5.91303
3 C 1.73736 -3.33599 -7.46873
4 O 1.32497 -4.51968 -5.45130
5 H 3.85592 -3.53823 -5.85650
6 H 3.13858 -3.11280 -4.30049
7 H 3.35668 -1.89689 -5.61824
8 H 1.01686 -2.50175 -5.54537
9 H 2.12593 -2.41736 -7.91126
10 H 0.70616 -3.43695 -7.80873
11 H 2.34775 -4.16343 -7.82939
12 H 0.36586 -4.55389 -5.48219
13 C 1.50867 -2.32517 -19.09899
14 C 2.63590 -1.60964 -19.79209
15 C 3.91488 -2.50622 -19.86124
16 O 4.31813 -2.75433 -18.52255
17 C 5.50744 -3.53881 -18.47276
18 N 2.20988 -1.21654 -21.14222
19 H 0.67436 -1.63125 -18.99979
20 H 1.89630 -2.63260 -18.12700
21 H 1.25301 -3.23641 -19.64072
22 H 2.82735 -0.69279 -19.23371
23 H 4.71731 -1.96039 -20.36146
24 H 3.82610 -3.46367 -20.37769
25 H 5.68371 -3.76449 -17.42058
26 H 6.34170 -2.97366 -18.88928
27 H 5.40734 -4.54427 -18.88432
28 H 1.93888 -2.03125 -21.67700
29 H 1.35000 -0.68857 -21.07756
30 C 7.05246 -3.55861 -11.05359
31 C 8.08560 -3.15565 -10.01579
32 C 9.15578 -4.22356 -9.71847
33 O 10.11380 -3.71516 -8.82797
34 C 11.28299 -4.53413 -8.65296
35 N 8.66097 -1.95044 -10.56574
36 H 6.47415 -4.45553 -10.82715
37 H 7.55571 -3.83457 -11.98195
38 H 6.34518 -2.75690 -11.26480
39 H 7.58885 -2.87586 -9.08541
40 H 9.70574 -4.50457 -10.61976
41 H 8.64725 -5.10711 -9.32713
42 H 11.76113 -4.66707 -9.62452
43 H 11.08251 -5.53969 -8.27969
44 H 11.89625 -4.02066 -7.91402
45 H 9.55518 -1.82917 -10.10752
46 H 8.84981 -2.17323 -11.53449
47 C 4.85343 -6.99629 -17.09480
48 C 5.46032 -8.38864 -16.76850
49 C 4.48536 -9.42642 -17.26445
50 O 3.21363 -9.36711 -16.65391
51 C 3.07449 -9.61051 -15.26190
52 N 6.78763 -8.41435 -17.38556
53 H 5.51176 -6.14634 -16.91773
54 H 4.02650 -6.90838 -16.38827
55 H 4.42084 -6.93929 -18.09365
56 H 5.57656 -8.48935 -15.68811
57 H 4.88063 -10.43646 -17.12971
58 H 4.28311 -9.43953 -18.33581
59 H 2.07553 -9.31937 -14.93772
60 H 3.84443 -9.26813 -14.57060
61 H 3.02074 -10.69667 -15.16033
62 H 7.30056 -7.54618 -17.32077
63 H 7.30369 -9.04424 -16.78504
64 C 4.05241 -3.88536 -14.85026
65 C 3.40812 -2.46908 -14.78182
66 C 3.38326 -2.01556 -13.30282
67 O 2.60957 -2.96598 -12.61911
68 C 2.61202 -2.65922 -11.23689
69 N 4.06960 -1.51827 -15.68301
70 H 4.09524 -4.36835 -15.82692
71 H 3.59036 -4.62233 -14.19183
72 H 5.08237 -3.84732 -14.49104
73 H 2.34699 -2.46006 -15.03499
74 H 2.89729 -1.03796 -13.33596
75 H 4.35024 -1.87852 -12.81482
76 H 3.59555 -2.91509 -10.84006
77 H 1.84269 -3.18426 -10.67062
78 H 2.38236 -1.60666 -11.06291
79 H 4.09947 -1.82369 -16.64722
80 H 5.05199 -1.41048 -15.45331
81 C 9.50130 0.97327 -20.79685
82 C 8.99078 -0.04980 -19.79107
83 C 7.46013 -0.09582 -19.81748
84 O 6.85622 1.07083 -19.34856
85 C 5.47798 0.97186 -18.94107
86 N 9.56835 -1.28869 -20.19468
87 H 10.58887 0.92595 -20.75081
88 H 9.19467 1.92900 -20.36955
89 H 9.07919 0.84844 -21.79343
90 H 9.29780 0.21124 -18.77790
91 H 7.12476 -0.98403 -19.27620
92 H 7.17018 -0.32046 -20.84739
93 H 5.17955 1.78470 -18.28072
94 H 5.35111 0.04586 -18.37710
95 H 4.90413 0.91742 -19.86709
96 H 9.17926 -1.66721 -21.04796
97 H 9.30348 -1.95125 -19.47649
98 C 1.46496 0.91914 -8.62166
99 C 0.33873 1.16481 -7.66139
100 C 0.09241 0.05857 -6.61990
101 O -1.18530 0.23796 -6.00694
102 C -1.50703 -0.74627 -5.04077
103 N 0.62517 2.38135 -6.93837
104 H 2.37932 0.80531 -8.03751
105 H 1.61176 1.84461 -9.17957
106 H 1.31448 0.08939 -9.31174
107 H -0.56874 1.35954 -8.23653
108 H 0.84076 -0.10251 -5.84198
109 H 0.02958 -0.91033 -7.12120
110 H -1.35112 -1.73399 -5.47991
111 H -2.55662 -0.77137 -4.74912
112 H -0.88218 -0.61872 -4.15565
113 H 0.80001 3.16270 -7.55404
114 H -0.13568 2.57727 -6.30313
115 C 7.04559 -6.18500 -13.73411
116 C 8.53757 -6.32393 -13.72360
117 C 8.95955 -7.36776 -12.62968
118 O 10.36362 -7.58393 -12.57928
119 C 10.66428 -8.56130 -11.59229
120 N 8.92439 -6.63548 -15.04975
121 H 6.62063 -5.73765 -12.83493
122 H 6.48930 -7.09714 -13.95439
123 H 6.75698 -5.46236 -14.49850
124 H 8.93515 -5.33443 -13.49193
125 H 8.39756 -8.28967 -12.78986
126 H 8.67975 -6.92623 -11.67082
127 H 11.74960 -8.62472 -11.51167
128 H 10.30404 -9.56879 -11.80268
129 H 10.32621 -8.17724 -10.62848
130 H 8.46397 -7.50279 -15.29619
131 H 9.90268 -6.89489 -15.03435
132 C 0.24035 -6.69538 -19.57376
133 C 1.15461 -7.20714 -18.46146
134 C 0.47376 -7.12042 -17.08533
135 O 0.17814 -5.77608 -16.72020
136 C 1.31309 -4.98859 -16.40604
137 N 1.48533 -8.58007 -18.80576
138 H 0.95057 -6.54592 -20.38849
139 H -0.19433 -5.69880 -19.48672
140 H -0.57741 -7.36424 -19.84075
141 H 2.06028 -6.60462 -18.39037
142 H 1.15029 -7.52769 -16.33087
143 H -0.46868 -7.66689 -17.03764
144 H 1.89322 -4.86514 -17.32166
145 H 1.98366 -5.36569 -15.63274
146 H 0.93678 -4.02174 -16.07298
147 H 0.63997 -9.09324 -18.58687
148 H 2.05135 -8.81489 -17.99573
149 C 5.90599 1.50626 -14.98342
150 C 6.05656 0.74987 -13.67877
151 C 7.05213 -0.41550 -13.82578
152 O 6.63777 -1.44326 -14.74903
153 C 7.56279 -2.37676 -15.14716
154 N 6.56778 1.67696 -12.67996
155 H 6.72116 2.22159 -15.09763
156 H 4.97338 2.06701 -15.04895
157 H 5.95178 0.86121 -15.86173
158 H 5.05659 0.38710 -13.43272
159 H 7.29361 -0.98768 -12.92798
160 H 8.00750 -0.04520 -14.20281
161 H 8.56538 -1.95585 -15.23733
162 H 7.27550 -2.77761 -16.12004
163 H 7.54634 -3.25815 -14.50266
164 H 5.88450 2.36594 -12.39771
165 H 6.79013 1.15501 -11.83851
166 C 4.89504 -0.72385 -9.63788
167 C 5.86577 0.33282 -9.08061
168 C 6.46029 -0.01184 -7.74311
169 O 5.51658 -0.01358 -6.70579
170 C 6.12277 -0.65068 -5.57011
171 N 6.89860 0.40177 -10.12252
172 H 3.93051 -0.68604 -9.13140
173 H 5.33007 -1.72012 -9.54630
174 H 4.73046 -0.60139 -10.70851
175 H 5.40994 1.32335 -9.05870
176 H 7.23419 0.67773 -7.39714
177 H 7.03007 -0.93431 -7.87901
178 H 5.43762 -0.73425 -4.72628
179 H 7.03313 -0.21124 -5.15998
180 H 6.33030 -1.69482 -5.81069
181 H 7.38653 -0.44583 -10.39082
182 H 7.62672 1.02181 -9.79129
183 C 4.11697 -6.41945 -11.16674
184 O 3.37818 -6.30258 -9.97724
185 H 3.54180 -6.87975 -11.97259
186 H 4.39768 -5.44698 -11.57096
187 H 4.98017 -7.07756 -11.05459
188 H 2.78084 -7.04006 -9.83486
189 C 2.26118 1.16452 -16.67880
190 O 2.08975 0.68353 -15.39098
191 H 1.62614 0.70166 -17.43746
192 H 1.91032 2.19735 -16.68187
193 H 3.26800 1.18059 -17.09912
194 H 2.37197 -0.23399 -15.32256
195 C 0.55228 -5.32270 -12.98759
196 O -0.79217 -5.73316 -12.60253
197 H 1.02438 -6.25168 -13.31083
198 H 0.52170 -4.53200 -13.73586
199 H 1.11113 -4.98740 -12.11486
200 H -1.23553 -5.86786 -13.44402

Cartesian forces (eV/Å) of the 2 atoms listed first:
C 0.42 -0.03 -0.07
C 0.16 -0.56 -1.42